Entry 1:
Molecular formula: C4H9NO2S
Method: DFT, ωB97M-V with the def2-TZVPD basis set

For the LUMO energy (spin up / spin down), the calculation gives 0.049 / 0.050 eV. The net charge is 0. For the relative energy (zero: lowest compared OMol25 entry of this formula, charge and spin), the calculation gives 485.3 kJ/mol.

The geometry in XYZ format:
```
17
Properties=species:S:1:pos:R:3:forces:R:3:nbo_charge:R:1
C 0.63952 -0.74773 -2.21453 -0.107 0.315 3.703 0.166
C -0.96504 0.99883 -0.24768 1.452 0.065 -1.666 -0.651
C 0.11199 -0.04451 1.73029 -0.988 -1.343 -4.522 -0.605
C 0.36002 0.25422 0.19466 -2.250 0.923 -0.506 0.106
N -0.52055 -0.98167 -2.96664 1.262 0.218 3.281 -0.811
O 3.23127 -0.10432 -1.66317 -0.678 -0.176 -0.070 -0.900
O 0.40661 -0.98350 -0.44715 0.378 -0.973 -5.061 -0.539
S 2.16673 -0.15911 -2.69243 -1.624 -0.708 0.250 0.995
H -1.18649 1.90729 0.25205 0.397 1.166 0.587 0.214
H -0.91300 1.21767 -1.32614 0.242 0.373 0.188 0.183
H -1.89928 0.49299 -0.17583 -0.419 -1.416 0.547 0.205
H -0.93367 -0.31783 1.81307 -0.193 0.159 0.107 0.204
H 0.30470 0.85459 2.12999 0.981 2.726 2.520 0.212
H 0.65069 -0.90587 1.91641 1.658 -1.270 1.329 0.225
H 1.26297 0.80266 -0.20302 -0.777 0.037 1.499 0.192
H -1.36078 -0.56519 -2.53947 0.652 -0.358 -0.360 0.410
H -0.38110 -0.77049 -3.90906 0.012 0.263 -1.827 0.394
```
Forces are in eV/Å.

Entry 2:
Molecular formula: C4H9NO2S
Method: DFT, ωB97M-V with the def2-TZVPD basis set

For the LUMO energy, the calculation gives -0.452 eV. The net charge is 0. For the relative energy (zero: lowest compared OMol25 entry of this formula, charge and spin), the calculation gives 501.2 kJ/mol.

The geometry in XYZ format:
```
17
Properties=species:S:1:pos:R:3:forces:R:3:nbo_charge:R:1
C -0.57364 -1.78074 -0.06952 -4.443 -0.442 -1.503 -0.625
C 1.19713 -0.57717 -1.24535 4.089 -0.457 0.588 -0.579
C 0.72144 -1.10170 0.13057 -0.093 2.119 -1.401 -0.347
C 0.58002 0.12031 1.00397 3.212 -1.743 1.239 -0.190
N -1.82196 2.29362 0.23019 -1.074 -0.569 -0.462 0.344
O -2.97201 2.61018 0.14172 3.660 0.506 0.799 -0.253
O -0.90068 3.28715 0.70441 -1.701 0.898 -0.064 -0.584
S 1.74739 0.65293 2.01105 -0.590 0.012 -0.678 0.028
H -1.48317 -1.14911 0.16435 1.093 -0.052 0.105 0.215
H -0.79186 -2.64752 0.52230 0.482 -0.581 0.591 0.226
H -0.94923 -2.10059 -1.11517 1.556 0.451 1.131 0.224
H 2.26551 -0.06163 -1.28080 -2.312 -0.556 0.702 0.216
H 1.41186 -1.39400 -1.92718 -0.689 -0.317 -0.156 0.220
H 0.46119 0.06407 -1.59246 -1.244 1.290 -1.132 0.203
H 1.42346 -1.73812 0.55651 1.423 -1.093 0.697 0.228
H -0.34978 0.53614 1.05290 -2.481 1.331 -0.220 0.174
H 0.03433 2.98617 0.71250 -0.889 -0.798 -0.238 0.498
```
Forces are in eV/Å.

Entry 3:
Molecular formula: C4H9NO3
Method: DFT, ωB97M-V with the def2-TZVPD basis set

For the LUMO energy (spin up / spin down), the calculation gives -1.141 / -1.143 eV. The net charge is 0. For the relative energy (zero: lowest compared OMol25 entry of this formula, charge and spin), the calculation gives 573.7 kJ/mol.

The geometry in XYZ format:
```
17
Properties=species:S:1:pos:R:3:forces:R:3:nbo_charge:R:1
C 0.90393 -0.51267 -0.28974 0.519 0.305 -0.524 0.261
C -1.77899 -0.68183 1.16021 0.094 0.215 0.035 -0.421
C 1.92557 -0.51560 -1.33602 -0.287 -0.161 -0.441 -0.744
N -1.20077 -0.02049 0.00344 0.615 0.749 -0.295 -0.134
C 0.15009 0.72061 0.03158 -0.205 -0.807 1.070 0.552
O -2.16873 0.78570 -0.62423 0.371 -0.269 0.273 -0.565
O 0.80445 0.81983 1.42065 -0.688 0.383 -0.511 -0.768
O 0.17172 1.76575 -0.67519 0.039 -0.322 0.150 -0.798
H -1.61004 1.55659 -0.90273 0.047 -0.154 0.050 0.502
H 1.25002 1.68192 1.37627 -0.207 -0.090 0.045 0.491
H 0.81125 -1.38324 0.35084 -0.250 0.156 -0.014 0.204
H -2.61202 -1.30109 0.82666 0.045 0.056 0.025 0.211
H -2.12821 0.04998 1.89348 -0.029 -0.033 -0.038 0.206
H -1.02845 -1.31322 1.63428 0.020 0.038 -0.060 0.204
H 1.58446 -1.21025 -2.11944 0.132 0.009 0.049 0.275
H 2.04960 0.47157 -1.78008 -0.092 -0.007 0.113 0.265
H 2.87615 -0.91358 -0.96999 -0.126 -0.069 0.072 0.261
```
Forces are in eV/Å.

Entry 4:
Molecular formula: C4H9NO3
Method: DFT, ωB97M-V with the def2-TZVPD basis set

For the LUMO energy, the calculation gives 0.480 eV. The net charge is 0. For the relative energy (zero: lowest compared OMol25 entry of this formula, charge and spin), the calculation gives 209.5 kJ/mol.

The geometry in XYZ format:
```
17
Properties=species:S:1:pos:R:3:forces:R:3:nbo_charge:R:1
O 3.52518 -0.56560 -0.02951 -0.974 0.208 -0.097 -0.588
C 2.39500 -0.12809 -0.03335 -1.382 1.264 0.650 0.537
N 1.26716 -0.73033 0.54223 0.486 1.134 -0.177 -0.645
C -0.12597 -0.13881 0.51455 0.825 -4.833 0.525 -0.088
C -0.16381 1.26937 0.28396 -0.611 3.959 0.981 -0.097
O -1.49606 1.79538 0.32654 1.483 1.624 0.903 -0.731
C -0.84850 -0.95323 -0.61684 0.935 -0.793 0.853 -0.064
O -2.22639 -0.63692 -0.46418 -0.582 -0.810 -0.910 -0.749
H 2.07515 0.94656 -0.41905 1.026 -2.012 0.245 0.100
H 1.41858 -1.51674 1.16904 0.039 0.197 -0.421 0.406
H -0.60137 -0.39395 1.52294 0.485 0.398 -1.367 0.220
H 0.39063 1.82453 1.09485 -0.443 -0.612 -0.603 0.193
H 0.29221 1.62680 -0.62694 0.132 -0.305 -0.626 0.174
H -2.15217 1.19359 0.04563 -0.741 -1.455 -0.619 0.491
H -0.42832 -0.57988 -1.57848 -0.336 -0.393 0.391 0.174
H -0.56378 -2.10525 -0.49129 -0.937 2.351 -0.303 0.178
H -2.75754 -0.90744 -1.24012 0.595 0.079 0.577 0.487
```
Forces are in eV/Å.